1.
Below is one molecule with the formula C3H3FP2 in a non-equilibrium geometry, with properties calculated with ωB97M-V/def2-TZVPD.

XYZ file:
```
9
Properties=species:S:1:pos:R:3
P -0.234 0.292 -1.152
P 2.454 -1.107 -0.302
F 3.435 0.984 0.483
C -0.799 -0.472 0.221
C 1.073 1.287 -0.406
C 2.190 0.598 -0.135
H -1.744 -1.158 0.204
H 0.856 2.406 -0.406
H -0.460 -0.494 1.230
```

The gap between HOMO and LUMO (spin up / spin down) comes out at 6.50 / 6.88 eV. As for the HOMO energy (spin up / spin down): -8.1782 / -8.1949 eV. The calculation puts the energy above the lowest of the compared OMol25 structures with the same formula, charge and spin at 67.3 kcal per mole. As for the total energy: -24449.57411 eV. Its molar mass is 120.00 g/mol. The LUMO energy (spin up / spin down) is -0.061 / -0.048 Ha.

***

2.
Below is C3H3FP2 as an isolated structure in a non-equilibrium geometry, with properties calculated with ωB97M-V/def2-TZVPD.

XYZ file:
```
9
Properties=species:S:1:pos:R:3
P -2.205 -0.390 0.535
P -0.565 -0.916 -0.315
F 3.111 0.376 -0.275
C 2.345 -0.116 0.647
C 1.277 -0.466 1.160
C -1.721 0.589 -0.935
H 0.964 -1.146 1.923
H -1.824 0.446 -2.017
H -1.381 1.623 -0.723
```

The gap between HOMO and LUMO comes out at 7.33 eV. As for the HOMO energy: -8.1253 eV. The calculation puts the energy above the lowest of the compared OMol25 structures with the same formula, charge and spin at 83.2 kcal per mole. As for the total energy: -24448.88460 eV. Its molar mass is 120.00 g/mol. The LUMO energy is -0.029 Ha.

***

3.
Below is one molecule with the formula C3H3FS in a non-equilibrium geometry, with properties calculated with ωB97M-V/def2-TZVPD.

XYZ file:
```
8
Properties=species:S:1:pos:R:3
S -1.094 1.229 -0.757
F 1.776 -0.755 0.559
C -0.440 -1.470 1.043
C 0.300 0.473 -0.519
C 0.412 -0.748 0.352
H -0.031 -1.911 2.044
H 1.312 0.758 -1.020
H -1.380 -1.250 0.802
```

As for the SMILES: C=C(F)C=S. The gap between HOMO and LUMO comes out at 8.17 eV. As for the HOMO energy: -9.2570 eV. The calculation puts the energy above the lowest of the compared OMol25 structures with the same formula, charge and spin at 19.7 kcal per mole. As for the total energy: -16709.97076 eV. Its molar mass is 90.12 g/mol. The LUMO energy is -0.040 Ha.

***

4.
Below is a 2-piece molecular cluster, C3H3FS overall in a non-equilibrium geometry, with properties calculated with ωB97M-V/def2-TZVPD.

XYZ file:
```
8
Properties=species:S:1:pos:R:3
S -2.822 -0.460 0.076
F -0.140 2.338 0.050
C -0.015 -0.862 -0.082
C 1.313 -0.926 0.115
C -1.240 -0.680 -0.058
H 1.962 -1.910 0.121
H -0.888 2.576 -0.444
H 1.831 -0.075 0.222
```

The gap between HOMO and LUMO (spin up / spin down) comes out at 8.09 / 7.05 eV. As for the HOMO energy (spin up / spin down): -7.3845 / -9.5238 eV. The calculation puts the energy above the lowest of the compared OMol25 structures with the same formula, charge and spin at 0.0 kcal per mole. Its spin multiplicity is 3. The expectation value of S² is 2.0304. As for the total energy: -16708.22987 eV. Its molar mass is 90.12 g/mol. The LUMO energy (spin up / spin down) is 0.026 / -0.091 Ha.

***

5.
Below is C3H3HgNaO3 as an isolated structure in a non-equilibrium geometry, with properties calculated with ωB97M-V/def2-TZVPD.

XYZ file:
```
11
Properties=species:S:1:pos:R:3
Hg 2.771 4.129 -0.084
Na -2.782 1.729 0.811
O 1.285 2.182 0.123
O 1.809 -0.061 -0.034
O -1.236 0.119 0.210
C 1.302 0.999 0.105
C -0.089 -1.829 -0.277
C -1.315 -1.149 0.054
H -2.245 -1.734 0.020
H 0.277 -2.610 0.394
H 0.224 -1.776 -1.322
```

The gap between HOMO and LUMO (spin up / spin down) comes out at 8.48 / 6.44 eV. Its charge is +2. As for the HOMO energy (spin up / spin down): -15.6869 / -18.0004 eV. The calculation puts the energy above the lowest of the compared OMol25 structures with the same formula, charge and spin at 23.3 kcal per mole. Its spin multiplicity is 3. The expectation value of S² is 2.0043. As for the total energy: -17874.15644 eV. Its molar mass is 310.63 g/mol. The LUMO energy (spin up / spin down) is -0.265 / -0.425 Ha.

***

6.
Below is C3H3HgO4 as an isolated structure in a non-equilibrium geometry, with properties calculated with ωB97M-V/def2-TZVPD.

XYZ file:
```
11
Properties=species:S:1:pos:R:3
Hg 0.368 1.688 -1.173
O 0.347 -0.417 -0.712
O -1.671 1.282 -0.214
O 2.553 1.503 -0.044
O 3.078 -0.317 1.255
C -0.790 -0.930 -0.165
C -1.854 0.103 0.055
C 2.717 0.445 0.454
H -0.643 -1.410 0.833
H -2.820 -0.226 0.490
H -1.285 -1.722 -0.779
```

The gap between HOMO and LUMO (spin up / spin down) comes out at 8.15 / 8.19 eV. As for the HOMO energy (spin up / spin down): -7.7509 / -9.5146 eV. The calculation puts the energy above the lowest of the compared OMol25 structures with the same formula, charge and spin at 0.0 kcal per mole. Its spin multiplicity is 2. The expectation value of S² is 0.7538. As for the total energy: -15522.19601 eV. Its molar mass is 303.64 g/mol. The LUMO energy (spin up / spin down) is 0.015 / -0.049 Ha.

***

7.
Below is one molecule with the formula C3H3I2N in a non-equilibrium geometry, with properties calculated with ωB97M-V/def2-TZVPD.

XYZ file:
```
9
Properties=species:S:1:pos:R:3
I 0.761 2.188 -2.332
I -0.550 0.804 2.497
N -1.855 2.195 0.760
C 0.481 -0.183 0.945
C -1.025 1.405 -1.579
C -1.544 1.868 -0.364
H -1.416 0.607 -2.229
H 0.277 -1.199 0.598
H 1.248 0.371 0.429
```

The gap between HOMO and LUMO (spin up / spin down) comes out at 6.42 / 7.95 eV. As for the HOMO energy (spin up / spin down): -8.0957 / -8.4381 eV. The calculation puts the energy above the lowest of the compared OMol25 structures with the same formula, charge and spin at 91.4 kcal per mole. As for the total energy: -20846.11381 eV. Its molar mass is 306.87 g/mol. The LUMO energy (spin up / spin down) is -0.061 / -0.018 Ha.

***

8.
Below is one molecule with the formula C3H3IN2O in a non-equilibrium geometry, with properties calculated with ωB97M-V/def2-TZVPD.

XYZ file:
```
10
Properties=species:S:1:pos:R:3
I -3.076 -0.333 0.009
O -0.529 -1.957 0.022
N -0.592 2.624 -0.093
N -1.096 0.213 0.039
C -0.084 -0.864 0.011
C -0.797 1.519 -0.010
C 1.319 -0.382 0.049
H 1.856 -1.265 -0.400
H 1.755 0.001 0.910
H 1.242 0.443 -0.537
```

As for the SMILES: CC(=O)N(I)C#N. The gap between HOMO and LUMO comes out at 8.75 eV. As for the HOMO energy: -9.7902 eV. The calculation puts the energy above the lowest of the compared OMol25 structures with the same formula, charge and spin at 16.9 kcal per mole. As for the total energy: -16286.26528 eV. Its molar mass is 209.97 g/mol. The LUMO energy is -0.038 Ha.

***

9.
Below is one molecule with the formula C3H3IN2OS in a non-equilibrium geometry, with properties calculated with ωB97M-V/def2-TZVPD.

XYZ file:
```
11
Properties=species:S:1:pos:R:3
I 5.823 -0.181 0.016
S 3.542 -0.665 -0.184
O 3.214 1.940 -0.144
N 2.189 2.891 -0.140
N 1.063 2.360 -0.030
C 2.717 0.754 -0.126
C 0.029 0.012 -0.019
C 1.103 1.063 -0.003
H -0.807 0.276 -0.638
H -0.372 -0.019 0.974
H 0.519 -0.921 -0.233
```

The gap between HOMO and LUMO (spin up / spin down) comes out at 6.58 / 6.05 eV. As for the HOMO energy (spin up / spin down): -6.3810 / -9.0728 eV. The calculation puts the energy above the lowest of the compared OMol25 structures with the same formula, charge and spin at 13.6 kcal per mole. Its spin multiplicity is 3. The expectation value of S² is 2.0605. As for the total energy: -27118.07007 eV. Its molar mass is 242.04 g/mol. The LUMO energy (spin up / spin down) is 0.007 / -0.111 Ha.

***

10.
Below is a 2-piece molecular cluster, C3H3IO2 overall in a non-equilibrium geometry, with properties calculated with ωB97M-V/def2-TZVPD.

XYZ file:
```
9
Properties=species:S:1:pos:R:3
I 2.535 0.148 0.362
O 2.069 -3.080 0.867
O 0.530 1.471 1.051
C 1.183 -2.464 0.550
C -1.246 0.813 -0.575
C -0.495 1.422 0.458
H -0.618 0.360 -1.475
H -2.149 1.449 -1.050
H -1.810 -0.118 -0.188
```

The gap between HOMO and LUMO (spin up / spin down) comes out at 8.34 / 6.58 eV. As for the HOMO energy (spin up / spin down): -8.8146 / -8.1850 eV. The calculation puts the energy above the lowest of the compared OMol25 structures with the same formula, charge and spin at 64.2 kcal per mole. As for the total energy: -15351.75476 eV. Its molar mass is 197.96 g/mol. The LUMO energy (spin up / spin down) is -0.017 / -0.059 Ha.